{
  "formula": "C12H35GaO4PS",
  "method": "wB97M-V/def2-TZVPD",
  "species": ["C", "C", "C", "C", "C", "Ga", "S", "P", "O", "C", "C", "C", "C", "H", "H", "H", "H", "H", "H", "H", "H", "H", "H", "H", "H", "H", "H", "H", "H", "H", "H", "H", "H", "H", "H", "H", "C", "O", "H", "H", "H", "H", "C", "O", "H", "H", "H", "H", "C", "O", "H", "H", "H", "H"],
  "positions_angstrom": [[-2.59, -3.29, -3.79], [-1.53, -3.98, -2.69], [-0.76, -2.68, -1.98], [0.28, -3.11, -0.79], [0.57, -1.75, 0.10], [0.84, -0.03, -1.02], [2.17, -0.50, -2.84], [1.82, 1.58, 0.38], [1.93, 2.98, -0.33], [-1.02, 0.69, -1.57], [-2.01, 0.60, -0.26], [-0.99, 2.22, -2.20], [-0.18, 2.15, -3.65], [-3.08, -4.08, -4.50], [-3.35, -2.69, -3.13], [-1.94, -2.49, -4.39], [-0.76, -4.70, -3.22], [-2.16, -4.59, -1.88], [-1.62, -2.05, -1.46], [-0.25, -2.09, -2.88], [1.27, -3.51, -1.30], [-0.13, -3.93, -0.05], [1.57, -1.92, 0.70], [-0.33, -1.57, 0.83], [2.66, 0.67, -3.46], [1.06, 1.69, 1.62], [3.18, 1.12, 0.63], [-1.45, -0.01, -2.41], [-1.35, 0.50, 0.72], [-2.61, 1.62, -0.23], [-2.78, -0.29, -0.31], [-2.11, 2.57, -2.42], [-0.43, 2.97, -1.50], [0.91, 2.58, -3.55], [-0.07, 1.03, -4.00], [-0.74, 2.72, -4.51], [-2.22, -2.22, 3.25], [-1.89, -0.85, 3.43], [-2.74, -2.34, 2.30], [-1.30, -2.81, 3.24], [-2.87, -2.55, 4.07], [-1.43, -0.77, 4.28], [3.02, 6.09, 0.77], [3.99, 5.93, 1.79], [2.35, 6.90, 1.05], [3.51, 6.33, -0.17], [2.44, 5.16, 0.67], [4.57, 5.19, 1.51], [1.46, -0.06, 5.76], [0.92, -1.37, 5.69], [0.97, 0.57, 5.02], [1.28, 0.35, 6.76], [2.53, -0.09, 5.56], [1.38, -1.90, 6.36]],
  "orbital_gap_ev": 6.9352,
  "total_charge": -1,
  "spin_multiplicity": 1,
  "lumo_ev": 2.3,
  "homo_ev": -4.63,
  "de_lowest_kj_mol": 402.2
}

=====

{
  "formula": "C34H45BrINO4PS2Sn",
  "method": "wB97M-V/def2-TZVPD",
  "species": ["C", "O", "C", "C", "C", "C", "C", "C", "C", "C", "C", "Br", "O", "P", "I", "C", "C", "C", "S", "C", "S", "N", "C", "C", "C", "C", "C", "C", "C", "C", "C", "C", "C", "C", "O", "C", "C", "O", "C", "C", "C", "C", "C", "C", "H", "H", "H", "H", "H", "H", "H", "H", "H", "H", "H", "H", "H", "H", "H", "H", "H", "H", "H", "H", "H", "H", "H", "H", "H", "H", "H", "H", "H", "H", "H", "H", "H", "H", "H", "H", "H", "H", "H", "H", "H", "H", "H", "H", "H", "Sn"],
  "positions_angstrom": [[8.50, 2.67, -1.23], [7.08, 2.58, -0.94], [6.85, 2.78, 0.47], [7.00, 1.37, 1.18], [6.00, 0.30, 0.59], [5.85, -0.87, 1.62], [4.70, -1.76, 1.00], [3.54, -2.03, 1.99], [2.69, -3.28, 1.65], [2.37, -3.37, 0.12], [1.12, -2.50, -0.34], [1.89, -0.61, -0.54], [0.14, -2.70, 0.60], [-1.43, -3.24, -0.03], [-1.83, -0.73, -0.28], [-2.24, -3.03, 1.68], [-3.70, -3.61, 1.78], [-4.80, -2.84, 0.94], [-5.73, -1.58, 1.88], [-5.65, 0.02, 0.99], [-5.45, -0.06, -0.66], [-5.80, 1.27, 1.68], [-4.71, 1.56, 2.60], [-3.54, 0.72, 2.84], [-2.53, 1.11, 3.82], [-2.63, 2.38, 4.57], [-3.78, 3.25, 4.31], [-4.79, 2.83, 3.35], [-6.06, 2.39, 0.79], [-7.46, 2.82, 0.64], [-7.87, 3.94, -0.19], [-6.86, 4.69, -0.95], [-5.46, 4.27, -0.80], [-5.05, 3.16, 0.07], [-0.79, -3.27, -1.64], [0.62, -3.11, -1.74], [0.89, -2.25, -3.06], [-0.16, -1.28, -3.11], [0.05, -0.31, -4.08], [-1.12, 0.07, -4.89], [-1.08, 1.10, -5.93], [0.18, 1.80, -6.19], [1.35, 1.43, -5.39], [1.30, 0.40, -4.34], [8.75, 3.75, -1.43], [9.08, 2.36, -0.33], [8.75, 2.02, -2.11], [7.64, 3.50, 0.84], [5.85, 3.26, 0.65], [8.03, 0.94, 1.08], [6.78, 1.43, 2.28], [6.45, -0.11, -0.36], [4.92, 0.71, 0.43], [6.76, -1.50, 1.74], [5.51, -0.44, 2.61], [5.08, -2.76, 0.64], [4.39, -1.20, 0.07], [2.84, -1.14, 1.96], [3.94, -2.11, 3.04], [3.31, -4.19, 1.91], [1.81, -3.31, 2.34], [3.25, -3.14, -0.54], [2.10, -4.45, -0.09], [-0.95, -4.58, 0.25], [-2.64, -3.67, -0.65], [-1.61, -3.62, 2.41], [-2.14, -1.96, 1.99], [-4.03, -3.67, 2.86], [-3.67, -4.67, 1.42], [-4.31, -2.48, 0.00], [-5.55, -3.62, 0.61], [-3.41, -0.24, 2.30], [-1.63, 0.49, 4.06], [-1.85, 2.67, 5.32], [-3.86, 4.22, 4.86], [-5.67, 3.49, 3.18], [-8.24, 2.26, 1.21], [-8.95, 4.20, -0.20], [-7.19, 5.53, -1.60], [-4.71, 4.85, -1.39], [-3.98, 2.85, 0.18], [1.00, -4.15, -1.96], [1.92, -1.83, -3.10], [0.74, -2.97, -3.91], [-2.11, -0.42, -4.70], [-2.02, 1.34, -6.48], [0.21, 2.60, -6.97], [2.30, 1.99, -5.60], [2.21, 0.17, -3.74], [3.28, 1.14, 0.04]],
  "orbital_gap_ev": 2.6793,
  "total_charge": 1,
  "spin_multiplicity": 1,
  "lumo_ev": -6.5,
  "homo_ev": -9.21
}

=====

{
  "formula": "C7H15BrN3O",
  "method": "wB97M-V/def2-TZVPD",
  "species": ["Br", "C", "C", "N", "C", "N", "H", "H", "H", "H", "C", "C", "C", "O", "C", "N", "H", "H", "H", "H", "H", "H", "H", "H", "H", "H", "H"],
  "positions_angstrom": [[-2.75, -1.84, -0.35], [-2.27, -1.43, -2.06], [-1.93, -0.24, -2.62], [-1.63, -0.52, -3.93], [-1.82, -1.80, -4.20], [-2.21, -2.37, -3.06], [-1.86, 0.73, -2.18], [-1.32, 0.16, -4.61], [-1.67, -2.29, -5.14], [-2.41, -3.35, -2.95], [1.57, -0.19, 3.13], [0.76, -0.30, 1.85], [1.30, 0.54, 0.69], [1.02, 1.92, 0.76], [1.94, 2.70, 1.52], [-0.65, -0.02, 2.14], [1.37, 0.75, 3.65], [1.31, -1.00, 3.81], [2.64, -0.25, 2.93], [0.82, -1.34, 1.50], [0.80, 0.21, -0.23], [2.38, 0.38, 0.55], [2.96, 2.32, 1.39], [1.70, 2.71, 2.58], [1.89, 3.71, 1.14], [-1.20, -0.15, 1.31], [-0.74, 0.96, 2.37]],
  "orbital_gap_ev": 7.9478,
  "total_charge": 1,
  "spin_multiplicity": 1,
  "lumo_ev": -3.6,
  "homo_ev": -11.50
}

=====

{
  "formula": "C22H42NP3SeZr",
  "method": "wB97M-V/def2-TZVPD",
  "species": ["Zr", "P", "P", "P", "H", "C", "C", "H", "C", "C", "C", "C", "C", "C", "C", "C", "C", "H", "H", "H", "H", "H", "H", "H", "H", "H", "H", "H", "H", "H", "H", "H", "H", "H", "H", "H", "H", "H", "H", "H", "H", "H", "H", "H", "H", "H", "C", "C", "C", "C", "C", "C", "Se", "H", "H", "H", "H", "H", "H", "C", "C", "C", "N", "C", "C", "H", "H", "H", "H", "H"],
  "positions_angstrom": [[-0.13, 0.31, 0.39], [-2.34, 1.72, 0.72], [-1.80, -2.06, 1.02], [-1.12, -0.59, -1.96], [4.58, 3.23, -0.95], [3.81, 3.75, -1.53], [2.54, 3.46, -1.27], [2.34, 2.68, -0.56], [-2.42, 2.66, 2.28], [-4.03, 1.00, 0.65], [-2.42, 3.04, -0.55], [-0.93, -3.67, 0.86], [-2.46, -2.30, 2.70], [-3.34, -2.51, 0.10], [-0.11, 0.31, -3.18], [-2.82, -0.28, -2.61], [-0.87, -2.31, -2.56], [4.09, 4.53, -2.23], [1.75, 3.98, -1.80], [-1.41, 2.98, 2.57], [-2.83, 2.04, 3.10], [-3.06, 3.54, 2.13], [-4.11, 0.19, 1.38], [-4.26, 0.61, -0.35], [-4.76, 1.78, 0.91], [-1.39, 3.36, -0.79], [-2.98, 3.89, -0.14], [-2.90, 2.69, -1.47], [-1.59, -4.51, 1.17], [-0.03, -3.66, 1.50], [-0.60, -3.82, -0.17], [-2.80, -3.34, 2.88], [-3.31, -1.62, 2.85], [-1.69, -2.04, 3.44], [-3.90, -3.35, 0.57], [-3.11, -2.80, -0.93], [-4.00, -1.64, 0.08], [-0.34, -0.11, -4.17], [0.95, 0.20, -2.97], [-0.36, 1.37, -3.17], [-2.84, -0.41, -3.70], [-3.15, 0.74, -2.38], [-3.53, -0.99, -2.17], [-0.84, -2.30, -3.67], [-1.66, -3.01, -2.25], [0.10, -2.70, -2.20], [3.21, -1.11, -1.40], [3.78, 0.16, -1.23], [4.87, 0.58, -2.00], [5.38, -0.29, -2.97], [4.81, -1.56, -3.16], [3.72, -1.97, -2.40], [1.79, -1.68, -0.27], [1.26, 0.43, -0.77], [3.31, 0.77, -0.47], [5.29, 1.58, -1.86], [6.24, -0.04, -3.58], [5.23, -2.25, -3.90], [3.29, -2.96, -2.54], [1.69, 0.51, 5.22], [2.56, 0.51, 4.12], [2.04, 0.43, 2.81], [0.69, 0.37, 2.60], [-0.16, 0.29, 3.66], [0.32, 0.36, 4.98], [2.05, 0.53, 6.26], [3.64, 0.56, 4.27], [2.69, 0.31, 1.92], [-1.22, 0.11, 3.38], [-0.42, 0.29, 5.77]],
  "orbital_gap_ev": [3.6570, 3.6524],
  "total_charge": 4,
  "spin_multiplicity": 1,
  "lumo_ev": [-16.2, -16.2],
  "homo_ev": [-19.86, -19.85],
  "de_lowest_kj_mol": 119.8
}

=====

{
  "formula": "C2H3NO3S",
  "method": "wB97M-V/def2-TZVPD",
  "species": ["C", "C", "N", "O", "O", "O", "S", "H", "H", "H"],
  "positions_angstrom": [[-2.15, 0.54, 0.36], [0.37, 1.00, 1.93], [-0.50, 0.40, 1.34], [1.09, 1.85, 2.25], [-2.35, -1.22, -1.47], [2.68, -0.72, -1.95], [-1.42, -0.62, -0.54], [-3.00, 0.59, 1.13], [1.72, -0.89, -1.42], [3.55, -0.93, -1.62]],
  "orbital_gap_ev": [8.2324, 8.2331],
  "total_charge": 0,
  "spin_multiplicity": 1,
  "lumo_ev": [-1.9, -1.9],
  "homo_ev": [-10.09, -10.09],
  "de_lowest_kj_mol": 545.1
}

=====

{
  "formula": "H26O13",
  "method": "wB97M-V/def2-TZVPD",
  "species": ["H", "H", "H", "H", "H", "H", "H", "H", "H", "H", "H", "H", "H", "H", "H", "H", "H", "H", "H", "H", "H", "H", "H", "H", "H", "H", "O", "O", "O", "O", "O", "O", "O", "O", "O", "O", "O", "O", "O"],
  "positions_angstrom": [[0.44, 0.40, 0.29], [1.25, -0.88, 0.37], [4.12, -0.33, 1.74], [4.65, -1.72, 1.39], [-1.49, 1.10, 4.56], [-1.28, 0.07, 3.46], [1.09, 1.75, -1.66], [1.78, 3.09, -1.52], [-1.47, 2.43, -0.71], [-2.84, 2.77, -0.13], [-0.09, 1.17, -3.53], [-0.99, -0.06, -3.52], [3.07, 0.46, -2.85], [4.39, 0.13, -2.18], [0.46, -2.80, 1.76], [-0.98, -2.77, 2.25], [-3.18, 0.56, -1.38], [-1.70, 0.81, -1.13], [-3.10, -0.81, 2.07], [-3.12, -2.33, 1.99], [0.06, -0.84, -1.97], [-0.19, -1.93, -0.95], [-2.00, -2.08, -1.24], [-3.44, -2.03, -1.71], [2.30, 1.27, 1.09], [2.30, 1.83, 2.51], [0.39, -0.51, 0.60], [4.77, -0.79, 1.19], [-0.80, 0.61, 4.11], [0.91, 2.69, -1.60], [-1.94, 3.11, -0.21], [-0.06, 0.20, -3.50], [3.44, 0.15, -2.02], [-0.45, -2.78, 1.44], [-2.45, 0.29, -0.81], [-3.65, -1.58, 2.26], [0.10, -1.01, -1.03], [-2.85, -1.69, -1.03], [2.56, 2.05, 1.60]],
  "orbital_gap_ev": 7.8043,
  "total_charge": 0,
  "spin_multiplicity": 1,
  "lumo_ev": -0.2,
  "homo_ev": -7.96,
  "de_lowest_kj_mol": 797.3
}

=====

{
  "formula": "C3H5NO2",
  "method": "wB97M-V/def2-TZVPD",
  "species": ["C", "C", "C", "H", "H", "H", "H", "H", "N", "O", "O"],
  "positions_angstrom": [[1.16, -0.28, -0.12], [0.09, 0.93, 0.08], [-1.15, 0.31, -0.07], [0.37, 1.88, -0.56], [0.50, 1.20, 1.18], [-1.86, 0.63, 0.59], [-1.15, 0.45, -1.10], [0.30, -2.55, -0.14], [0.35, -1.27, 0.07], [2.45, -0.23, 0.01], [-1.06, -1.08, 0.06]],
  "orbital_gap_ev": 9.7291,
  "total_charge": 0,
  "spin_multiplicity": 1,
  "lumo_ev": 0.4,
  "homo_ev": -9.38,
  "de_lowest_kj_mol": 544.6
}

=====

{
  "formula": "C12H28BaO16",
  "method": "wB97M-V/def2-TZVPD",
  "species": ["Ba", "O", "C", "O", "O", "H", "O", "C", "O", "O", "H", "O", "C", "O", "O", "H", "O", "C", "O", "O", "H", "C", "C", "O", "H", "H", "H", "H", "H", "H", "C", "C", "O", "H", "H", "H", "H", "H", "H", "C", "C", "O", "H", "H", "H", "H", "H", "H", "C", "C", "O", "H", "H", "H", "H", "H", "H"],
  "positions_angstrom": [[12.23, 3.86, 9.41], [9.44, 7.25, 10.43], [9.47, 6.48, 9.38], [10.55, 5.99, 8.95], [8.46, 6.23, 8.68], [10.37, 7.39, 10.61], [13.46, 3.69, 4.98], [12.44, 4.34, 5.51], [12.30, 4.38, 6.75], [11.58, 4.81, 4.78], [13.72, 3.41, 5.86], [8.90, 0.81, 8.24], [9.17, 2.01, 7.74], [8.90, 2.32, 6.60], [9.77, 2.86, 8.40], [8.36, 0.54, 7.49], [12.57, 6.62, 13.56], [12.36, 6.51, 12.25], [11.96, 7.51, 11.66], [12.60, 5.49, 11.59], [12.31, 7.54, 13.66], [12.81, -0.58, 7.08], [12.80, 0.91, 6.74], [13.13, 1.56, 7.92], [12.03, -1.05, 6.47], [12.50, -0.78, 8.10], [13.72, -1.15, 6.89], [11.87, 1.30, 6.33], [13.52, 1.18, 5.97], [13.88, 1.02, 8.20], [15.60, 3.04, 12.04], [14.25, 2.26, 12.17], [13.60, 1.94, 10.90], [15.97, 3.27, 13.04], [15.38, 3.96, 11.50], [16.39, 2.53, 11.49], [13.50, 2.94, 12.58], [14.36, 1.30, 12.68], [14.07, 1.15, 10.61], [15.65, 5.63, 6.85], [15.81, 4.99, 8.23], [14.64, 5.16, 8.95], [16.64, 5.51, 6.42], [15.45, 6.70, 6.95], [15.00, 5.20, 6.08], [16.57, 5.50, 8.82], [15.97, 3.91, 8.22], [14.58, 6.11, 9.08], [10.51, 3.17, 13.83], [9.96, 3.52, 12.46], [10.64, 2.79, 11.44], [10.50, 2.10, 14.03], [9.98, 3.70, 14.62], [11.56, 3.47, 13.91], [10.12, 4.53, 12.07], [8.87, 3.45, 12.49], [10.14, 1.98, 11.30]],
  "orbital_gap_ev": 3.8776,
  "total_charge": -2,
  "spin_multiplicity": 1,
  "lumo_ev": 3.3,
  "homo_ev": -0.57,
  "de_lowest_kj_mol": 391.1
}

=====

{
  "formula": "H6O3",
  "method": "wB97M-V/def2-TZVPD",
  "species": ["O", "H", "H", "O", "H", "H", "O", "H", "H"],
  "positions_angstrom": [[-22.46, -25.59, 20.75], [-22.88, -26.34, 20.31], [-22.96, -24.82, 20.45], [-24.08, -22.04, 16.33], [-24.16, -22.53, 15.50], [-24.99, -21.91, 16.62], [-23.71, -23.31, 19.36], [-24.48, -22.81, 19.64], [-23.66, -23.17, 18.40]],
  "orbital_gap_ev": 11.0816,
  "smiles": "O.O.O",
  "total_charge": 0,
  "spin_multiplicity": 1,
  "lumo_ev": 0.4,
  "homo_ev": -10.72,
  "de_lowest_kj_mol": 33.3
}

=====

{
  "formula": "C5H36N2O13",
  "method": "wB97M-V/def2-TZVPD",
  "species": ["O", "C", "C", "C", "C", "C", "N", "N", "H", "H", "H", "H", "H", "H", "H", "H", "H", "H", "H", "H", "H", "H", "O", "H", "H", "O", "H", "H", "O", "H", "H", "O", "H", "H", "O", "H", "H", "O", "H", "H", "O", "H", "H", "O", "H", "H", "O", "H", "H", "O", "H", "H", "O", "H", "H", "O"],
  "positions_angstrom": [[-0.09, 0.67, -3.54], [-0.08, 1.25, -2.54], [0.30, 0.60, -1.23], [0.14, -0.93, -1.39], [0.78, -1.81, -0.26], [0.65, -2.07, 2.21], [-0.05, -2.01, 0.95], [-0.47, 1.09, -0.12], [-0.29, 2.32, -2.50], [1.40, 0.96, -1.11], [-0.86, -1.32, -1.60], [0.76, -1.16, -2.34], [1.78, -1.42, -0.14], [0.83, -2.86, -0.55], [0.62, -1.07, 2.84], [1.76, -2.13, 2.09], [0.33, -3.03, 2.74], [-0.86, -1.44, 0.97], [-0.21, 0.80, 0.87], [-1.50, 1.08, -0.20], [2.55, 1.26, 3.52], [2.13, 2.00, 2.29], [1.98, 1.18, 2.72], [-3.21, 0.36, -2.88], [-2.77, 0.13, -1.52], [-2.72, 0.80, -2.24], [-3.68, 0.26, 3.30], [-2.16, 0.46, 2.85], [-3.03, 0.03, 2.65], [2.75, -0.80, 1.51], [4.26, -0.56, 1.80], [3.60, -1.18, 1.53], [0.85, 4.19, 0.40], [0.52, 2.70, -0.22], [1.12, 3.52, -0.31], [1.14, -1.26, -5.57], [-0.22, -1.03, -5.04], [0.32, -1.85, -5.51], [3.06, 3.40, 0.49], [4.52, 3.28, 0.16], [3.95, 3.13, 0.83], [0.28, 1.40, 3.03], [-1.05, 2.17, 3.32], [-0.68, 1.33, 3.13], [-3.86, 1.57, 0.32], [-4.62, 2.61, -0.67], [-4.55, 2.24, 0.22], [3.37, -2.95, -2.26], [4.16, -2.48, -0.95], [4.13, -2.48, -1.96], [-3.27, -0.15, 1.08], [-3.80, -1.07, 0.02], [-3.41, -0.34, 0.15], [-1.68, -2.86, 0.03], [-2.47, -3.75, -0.75], [-2.47, -2.80, -0.62]],
  "orbital_gap_ev": 8.5780,
  "total_charge": 0,
  "spin_multiplicity": 1,
  "lumo_ev": -0.3,
  "homo_ev": -8.90,
  "de_lowest_kj_mol": 616.8
}

=====

{
  "formula": "C16H13BrCuN2O6S2",
  "method": "wB97M-V/def2-TZVPD",
  "species": ["Cu", "O", "C", "O", "C", "C", "N", "N", "C", "C", "O", "O", "H", "H", "H", "C", "C", "S", "C", "C", "S", "H", "H", "H", "H", "H", "H", "Br", "C", "C", "C", "C", "C", "C", "C", "O", "O", "H", "H", "H", "H"],
  "positions_angstrom": [[-0.43, 0.04, -1.15], [-1.91, 6.03, -1.03], [-0.62, 5.90, -1.20], [0.13, 6.86, -1.31], [-0.08, 4.51, -1.24], [1.26, 4.20, -1.35], [1.35, 2.86, -1.34], [0.15, 2.27, -1.26], [-0.73, 3.25, -1.20], [-2.18, 2.83, -1.09], [-3.03, 3.77, -1.05], [-2.37, 1.61, -1.06], [-2.41, 5.11, -0.91], [2.12, 4.84, -1.40], [2.14, 2.23, -1.37], [-3.17, -4.02, -0.89], [-2.07, -2.98, -1.07], [-2.51, -1.37, -0.96], [-0.74, -3.42, -1.30], [-0.41, -4.90, -1.24], [0.53, -2.37, -1.61], [-4.13, -3.52, -0.78], [-3.00, -4.64, -0.01], [-3.23, -4.70, -1.76], [-1.28, -5.54, -1.12], [0.27, -5.09, -0.41], [0.12, -5.20, -2.15], [3.73, -1.60, 5.04], [2.51, -1.11, 3.65], [1.15, -1.20, 3.90], [0.28, -0.85, 2.88], [0.76, -0.43, 1.64], [2.13, -0.33, 1.41], [3.01, -0.67, 2.44], [2.71, 0.17, 0.09], [3.92, 0.45, 0.09], [1.91, 0.27, -0.88], [0.79, -1.55, 4.86], [-0.79, -0.92, 3.03], [0.05, -0.19, 0.86], [4.07, -0.57, 2.25]],
  "orbital_gap_ev": [5.3923, 5.5425],
  "total_charge": -2,
  "spin_multiplicity": 2,
  "s_squared": 0.763,
  "lumo_ev": [3.9, 3.9],
  "homo_ev": [-1.44, -1.59],
  "de_lowest_kj_mol": 79.0
}